(1)
# C3H4AgMgO4

A structure of composition C3H4AgMgO4 in a non-equilibrium geometry (ωB97M-V/def2-TZVPD, OMol25).

Last column: Mulliken charge in e.
Element x y z (Å)
1 O -0.9150 -0.5698 0.4071  -0.3591
2 C -0.4744 -0.9853 -0.7460  0.9907
3 C 0.2127 -0.6293 1.4035  -0.1961
4 O -0.7674 -0.4230 -1.8020  -0.5984
5 O 0.6076 -1.7113 -0.6305  -0.3138
6 C 1.2564 -1.4517 0.6342  -0.2125
7 H -0.2147 -1.1526 2.2655  0.2637
8 H 0.6063 0.3197 1.7772  0.2704
9 H 1.4786 -2.4145 1.1022  0.2619
10 H 2.1781 -0.8981 0.4277  0.2579
11 O -0.9972 3.0013 -1.6363  -0.8524
12 Mg -1.3224 1.3705 -2.3626  0.7818
13 Ag -1.6485 5.5441 -0.8399  0.7059

Values from the calculation:
HOMO level in eV: -11.12
HOMO-LUMO gap in eV: 6.5
Charge: +1

***

(2)
# C3H4BaO2

A structure of composition C3H4BaO2 in a non-equilibrium geometry (ωB97M-V/def2-TZVPD, OMol25).

Last column: Mulliken charge in e.
Element x y z (Å)
1 C -2.6037 -1.2791 -0.1060  -0.5306
2 C -1.4839 -0.4501 -0.6376  -0.0266
3 H -1.5665 -0.0561 -1.6609  0.3297
4 H -0.6006 -1.1201 -0.5450  0.2460
5 C -1.2242 0.6146 0.4064  -0.0049
6 O -0.9167 1.7594 0.1034  -0.3496
7 Ba 0.1568 4.2161 1.2106  0.8189
8 H -1.1850 0.2908 1.4629  0.3600
9 O -3.6489 -0.5272 0.0432  -0.2934
10 H -4.4349 -1.0653 0.2136  0.4506

Values from the calculation:
HOMO level (spin up / spin down) in eV: -8.83 / -11.68
HOMO-LUMO gap (spin up / spin down) in eV: 5.5 / 8.1
Charge: +1
Spin multiplicity: 2

***

(3)
# C3H4BeO5

A structure of composition C3H4BeO5 in a non-equilibrium geometry (ωB97M-V/def2-TZVPD, OMol25).

Last column: Mulliken charge in e.
Element x y z (Å)
1 C -1.5032 -0.6214 0.4745  0.1121
2 C -1.2912 0.0756 -0.6511  -0.2362
3 O -0.1549 0.7126 -1.1167  -0.3110
4 C 1.0886 0.2004 -1.2522  0.6080
5 O 1.8888 0.7463 -0.4305  0.0181
6 O 1.2767 -0.8768 -1.8224  -0.5102
7 O -0.5963 -1.1599 1.3040  -0.4850
8 H -2.5225 -0.9820 0.6351  0.2872
9 H -2.0933 0.1473 -1.3831  0.3114
10 H 0.3043 -1.1588 0.8310  0.3087
11 O 3.2140 -0.4927 1.3709  -0.4118
12 H 3.5798 -1.3246 1.0733  0.3251
13 Be 2.5039 0.4027 0.5613  -0.0165

Values from the calculation:
HOMO level in eV: -9.11
HOMO-LUMO gap in eV: 9.1
Charge: 0

***

Number 1: electronic energy -764.42935 a.u.. Number 2: electronic energy -292.29999 a.u.. Number 3: electronic energy -507.67903 a.u..